1.
C4H8N2O | ωB97M-V/def2-TZVPD

The geometry in XYZ format:
```
15
C4H8N2O (ωB97M-V/def2-TZVPD)
C 0.60 1.38 -1.06
C 0.37 0.05 -0.39
C 1.15 -0.42 0.55
N 1.89 -0.91 1.41
O 1.49 -0.54 2.71
C -0.89 -0.70 -0.77
N -2.04 -0.04 -0.15
H 1.50 1.86 -0.67
H -0.27 2.03 -0.88
H 0.71 1.26 -2.14
H 2.13 -0.98 3.29
H -0.78 -1.76 -0.50
H -1.04 -0.64 -1.85
H -1.94 -0.09 0.86
H -2.90 -0.51 -0.40
```

Its net charge is 0. Its SMILES is CC(=C=NO)CN. The calculation puts the gap between HOMO and LUMO at 0.3721 Eh. Its HOMO energy is -0.337 Eh.

---

2.
F6H26O13P | ωB97M-V/def2-TZVPD

The geometry in XYZ format:
```
46
F6H26O13P (ωB97M-V/def2-TZVPD)
P -4.68 -3.60 13.79
F -3.15 -4.09 13.75
F -5.17 -4.97 14.57
F -4.50 -2.92 15.34
F -6.17 -2.93 13.80
F -4.25 -2.23 13.05
F -5.00 -4.39 12.38
O -5.47 0.01 15.49
H -4.86 0.64 15.10
H -4.98 -0.81 15.51
O -3.84 -7.18 16.00
H -4.78 -7.35 15.92
H -3.49 -7.29 15.11
O -3.01 -6.82 13.24
H -2.20 -6.74 13.74
H -3.50 -6.03 13.45
O -3.19 -2.86 10.04
H -4.09 -2.73 9.73
H -3.02 -2.11 10.60
O -1.56 -2.79 15.38
H -1.16 -3.57 15.00
H -2.48 -2.85 15.11
O -8.85 -1.98 11.89
H -8.23 -1.45 12.39
H -8.89 -2.81 12.37
O -3.59 0.50 12.53
H -3.17 0.60 11.68
H -3.10 -0.20 12.96
O -0.51 -2.18 11.93
H -0.28 -2.14 12.86
H -1.15 -2.89 11.87
O -6.98 -4.25 16.23
H -6.23 -4.21 15.64
H -7.49 -4.99 15.91
O -3.74 -2.45 18.25
H -3.76 -3.30 18.69
H -4.23 -2.60 17.44
O -7.94 -5.04 12.38
H -8.05 -5.70 13.07
H -7.12 -4.59 12.61
O -8.98 -2.79 15.04
H -8.33 -3.16 15.64
H -8.55 -2.03 14.65
O -6.20 -1.89 10.29
H -6.74 -1.11 10.45
H -5.85 -2.12 11.15
```

Its net charge is -1. The calculation puts the gap between HOMO and LUMO at 0.3955 Eh. Its HOMO energy is -0.305 Eh.